Record 1
Formula: C41H111N5O12
Source: the OMol25 dataset
Level of theory: the ωB97M-V functional and the def2-TZVPD basis

As for the total energy: -76333.014 eV. For the LUMO energy, the calculation gives 0.430 eV. Its SMILES is COC[C@H](C)N.COC[C@H](C)N.COC[C@H](C)N.COC[C@H](C)N.COC[C@H](C)N.CC(C)O.CC(C)O.CC(C)O.CC(C)O.CC(C)O.CC(C)O.CC(C)O. Its relative energy (zero: lowest compared OMol25 entry of this formula, charge and spin) is 190.0 kJ/mol.

Positions of all 169 atoms, in Å:
C: 14.463 9.607 7.875
O: 14.047 10.536 6.914
C: 14.797 11.751 7.034
C: 14.067 12.749 7.936
C: 13.277 13.664 7.003
N: 14.972 13.526 8.755
H: 14.389 9.966 8.925
H: 15.505 9.323 7.733
H: 13.942 8.651 7.783
H: 15.804 11.582 7.445
H: 14.924 12.150 6.030
H: 13.415 12.241 8.656
H: 12.564 14.293 7.455
H: 12.699 13.117 6.259
H: 13.971 14.346 6.485
H: 15.186 13.040 9.639
H: 14.447 14.370 8.971
C: 13.000 16.892 16.898
O: 12.465 17.065 15.620
C: 11.274 16.426 15.332
C: 10.791 16.692 13.885
C: 10.624 18.172 13.539
N: 9.568 15.876 13.646
H: 12.901 15.855 17.246
H: 12.568 17.520 17.677
H: 14.099 17.097 16.899
H: 11.412 15.306 15.461
H: 10.542 16.676 16.079
H: 11.517 16.230 13.208
H: 10.000 18.153 12.640
H: 11.534 18.785 13.252
H: 10.050 18.728 14.354
H: 8.741 16.457 13.812
H: 9.444 15.574 12.659
C: 10.612 15.943 9.745
O: 10.320 14.949 10.868
C: 9.937 13.683 10.375
C: 9.266 12.809 11.421
C: 7.818 13.270 11.650
N: 10.120 12.686 12.631
H: 11.614 15.755 9.355
H: 10.713 16.884 10.230
H: 9.837 15.870 8.985
H: 9.174 13.886 9.548
H: 10.805 13.193 9.852
H: 9.220 11.854 10.884
H: 7.693 14.272 11.901
H: 7.453 12.681 12.498
H: 7.102 13.087 10.896
H: 9.749 11.973 13.309
H: 9.974 13.577 13.119
C: 17.763 15.227 14.554
O: 17.343 13.971 14.029
C: 16.027 13.581 14.458
C: 14.929 13.965 13.417
C: 13.477 13.750 14.013
N: 15.161 13.296 12.140
H: 18.743 15.509 14.122
H: 17.708 15.134 15.629
H: 17.030 15.955 14.225
H: 16.014 12.498 14.671
H: 15.809 14.000 15.467
H: 14.869 15.019 13.214
H: 13.301 14.432 14.844
H: 13.374 12.740 14.475
H: 12.705 13.955 13.258
H: 14.481 12.544 12.021
H: 16.087 12.828 12.078
C: 18.843 18.554 13.095
O: 19.679 19.580 13.422
C: 19.166 20.410 14.379
C: 18.332 21.514 13.725
C: 19.072 22.436 12.754
N: 17.727 22.202 14.887
H: 19.322 17.955 12.312
H: 17.813 18.955 12.776
H: 18.693 17.896 13.979
H: 18.549 19.822 15.138
H: 20.023 20.905 14.906
H: 17.600 20.998 13.142
H: 18.394 23.229 12.461
H: 19.223 22.000 11.755
H: 20.083 22.759 13.167
H: 17.451 23.176 14.886
H: 18.323 22.117 15.714
C: 14.901 17.693 8.865
C: 14.151 18.256 10.042
C: 14.137 17.321 11.198
O: 14.693 19.520 10.414
H: 15.967 17.565 9.095
H: 14.870 18.410 8.051
H: 14.547 16.740 8.529
H: 13.132 18.330 9.659
H: 15.184 17.339 11.561
H: 13.852 16.348 10.802
H: 13.342 17.541 11.929
H: 14.609 19.585 11.404
C: 13.029 9.559 13.157
C: 12.650 10.128 11.829
C: 11.407 9.507 11.246
O: 12.540 11.552 11.851
H: 13.151 8.487 13.101
H: 12.213 9.817 13.841
H: 13.931 10.063 13.469
H: 13.452 9.896 11.096
H: 11.100 10.108 10.364
H: 10.487 9.470 11.875
H: 11.588 8.482 10.937
H: 11.713 11.845 12.300
C: 14.847 13.457 20.471
C: 16.150 14.176 20.220
C: 17.363 13.445 20.725
O: 16.332 14.306 18.786
H: 14.780 12.462 19.970
H: 13.988 13.949 19.977
H: 14.715 13.343 21.523
H: 16.184 15.179 20.656
H: 18.342 13.944 20.756
H: 17.494 12.530 20.078
H: 17.197 13.141 21.749
H: 15.614 14.840 18.375
C: 20.811 16.004 19.085
C: 19.474 16.828 19.261
C: 19.164 17.577 18.013
O: 18.419 16.050 19.764
H: 21.666 16.602 18.684
H: 20.679 15.268 18.256
H: 21.068 15.752 20.090
H: 19.649 17.513 20.070
H: 18.214 18.090 18.115
H: 19.077 16.804 17.209
H: 20.045 18.159 17.713
H: 18.118 15.460 19.023
C: 16.938 9.546 10.498
C: 17.676 10.810 10.758
C: 19.036 10.809 10.079
O: 16.853 11.825 10.185
H: 15.845 9.668 10.762
H: 17.223 8.668 11.081
H: 17.011 9.329 9.449
H: 17.843 11.087 11.861
H: 19.688 10.126 10.691
H: 19.536 11.766 10.201
H: 19.033 10.465 9.026
H: 17.373 12.613 10.026
C: 15.464 19.012 14.589
C: 14.222 19.873 14.601
C: 14.127 20.819 15.838
O: 14.274 20.672 13.393
H: 15.479 18.530 13.586
H: 15.416 18.254 15.341
H: 16.332 19.666 14.735
H: 13.355 19.198 14.552
H: 14.516 20.348 16.745
H: 13.059 21.005 15.990
H: 14.820 21.707 15.681
H: 14.843 21.419 13.530
C: 17.344 15.439 10.971
C: 18.168 15.389 9.664
C: 19.714 15.324 9.880
O: 17.813 14.289 8.884
H: 17.605 16.483 11.368
H: 17.625 14.651 11.687
H: 16.300 15.293 10.777
H: 17.972 16.296 9.080
H: 20.005 14.428 10.488
H: 19.971 16.196 10.458
H: 20.160 15.374 8.876
H: 16.848 14.210 8.757


Record 2
Formula: C41H111N5O12
Source: the OMol25 dataset
Level of theory: the ωB97M-V functional and the def2-TZVPD basis

As for the total energy: -76333.312 eV. For the LUMO energy, the calculation gives 0.482 eV. Its SMILES is COC[C@H](C)N.COC[C@H](C)N.COC[C@H](C)N.COC[C@H](C)N.COC[C@H](C)N.CC(C)O.CC(C)O.CC(C)O.CC(C)O.CC(C)O.CC(C)O.CC(C)O. Its relative energy (zero: lowest compared OMol25 entry of this formula, charge and spin) is 161.2 kJ/mol.

Positions of all 169 atoms, in Å:
C: 0.894 -7.403 0.428
O: 1.095 -6.104 0.960
C: 2.399 -5.878 1.466
C: 2.316 -4.537 2.259
C: 3.609 -4.134 2.902
N: 1.234 -4.526 3.248
H: -0.168 -7.606 0.353
H: 1.316 -8.156 1.031
H: 1.398 -7.497 -0.553
H: 2.771 -6.687 2.033
H: 3.091 -5.764 0.617
H: 2.000 -3.808 1.512
H: 4.452 -4.027 2.192
H: 3.926 -4.856 3.680
H: 3.519 -3.209 3.367
H: 1.465 -5.101 4.084
H: 0.355 -4.926 2.858
C: -3.253 1.961 0.044
O: -3.561 2.093 -1.359
C: -4.880 2.368 -1.703
C: -4.914 2.768 -3.173
C: -3.976 3.914 -3.501
N: -6.355 2.811 -3.395
H: -2.184 1.852 0.177
H: -3.779 1.078 0.480
H: -3.473 2.868 0.641
H: -5.516 1.516 -1.589
H: -5.253 3.216 -1.045
H: -4.543 1.947 -3.753
H: -2.937 3.769 -3.169
H: -4.298 4.836 -2.987
H: -3.964 4.090 -4.634
H: -6.897 3.415 -2.767
H: -6.595 3.031 -4.346
C: 3.968 5.454 -3.232
O: 3.454 4.845 -2.079
C: 4.289 4.330 -1.103
C: 3.523 4.140 0.204
C: 4.417 3.749 1.334
N: 2.296 3.302 0.024
H: 3.989 6.448 -3.071
H: 3.261 5.320 -4.067
H: 4.958 5.012 -3.504
H: 4.744 3.432 -1.519
H: 5.079 5.038 -0.831
H: 3.172 5.119 0.450
H: 4.961 2.796 1.054
H: 3.887 3.660 2.250
H: 5.215 4.562 1.438
H: 2.571 2.402 0.452
H: 2.155 3.076 -0.965
C: 5.248 -4.354 -1.195
O: 5.120 -3.273 -0.349
C: 4.422 -2.183 -0.959
C: 4.751 -0.814 -0.400
C: 4.576 -0.757 1.117
N: 3.946 0.178 -1.064
H: 5.964 -5.112 -0.790
H: 5.656 -3.937 -2.156
H: 4.318 -4.932 -1.438
H: 4.627 -2.282 -2.053
H: 3.379 -2.418 -0.832
H: 5.804 -0.618 -0.591
H: 3.594 -1.082 1.396
H: 4.732 0.236 1.441
H: 5.309 -1.415 1.609
H: 3.029 -0.069 -0.723
H: 3.852 0.010 -2.052
C: 2.838 -1.753 -5.218
O: 1.537 -2.335 -5.199
C: 1.403 -3.617 -4.553
C: 1.600 -3.411 -3.007
C: 1.127 -4.630 -2.287
N: 0.894 -2.288 -2.450
H: 3.578 -2.500 -5.380
H: 3.041 -1.199 -4.313
H: 2.677 -1.084 -6.029
H: 0.449 -3.947 -4.825
H: 2.161 -4.222 -5.030
H: 2.640 -3.312 -2.742
H: 0.047 -4.826 -2.198
H: 1.340 -4.389 -1.217
H: 1.625 -5.508 -2.630
H: 0.694 -1.668 -3.222
H: -0.092 -2.617 -2.268
C: -1.528 -3.786 5.382
C: -0.751 -2.485 5.385
C: -1.178 -1.531 6.472
O: 0.741 -2.678 5.629
H: -2.603 -3.657 5.252
H: -1.246 -4.282 6.297
H: -1.219 -4.434 4.632
H: -0.863 -1.935 4.408
H: -2.255 -1.494 6.569
H: -0.769 -0.477 6.369
H: -0.838 -1.926 7.464
H: 1.120 -3.063 4.853
C: 0.001 4.657 4.929
C: -0.347 3.623 3.833
C: 0.008 2.163 4.288
O: -1.662 3.778 3.409
H: -0.599 4.620 5.845
H: 0.059 5.595 4.417
H: 0.987 4.394 5.251
H: 0.346 3.831 2.991
H: -0.131 1.525 3.404
H: -0.670 1.771 5.075
H: 1.048 2.121 4.697
H: -1.658 3.723 2.480
C: -2.021 -2.399 -5.103
C: -2.907 -2.833 -3.943
C: -3.247 -4.330 -4.016
O: -2.187 -2.520 -2.757
H: -1.156 -3.040 -5.218
H: -1.679 -1.384 -4.974
H: -2.647 -2.380 -5.996
H: -3.868 -2.321 -3.933
H: -3.951 -4.636 -3.223
H: -2.380 -5.044 -4.005
H: -3.686 -4.603 -4.983
H: -2.032 -1.575 -2.839
C: 0.385 6.086 0.655
C: -0.846 5.245 0.447
C: -1.273 5.290 -1.017
O: -0.596 3.884 0.822
H: 0.257 7.135 0.799
H: 1.015 5.936 -0.219
H: 0.901 5.800 1.553
H: -1.647 5.587 1.095
H: -2.262 4.875 -1.244
H: -0.545 4.658 -1.482
H: -1.223 6.263 -1.480
H: 0.256 3.641 0.419
C: -4.999 1.504 5.356
C: -5.777 1.395 3.977
C: -7.224 0.975 4.234
O: -5.887 2.594 3.230
H: -4.228 2.335 5.326
H: -4.547 0.572 5.650
H: -5.636 1.802 6.162
H: -5.361 0.595 3.330
H: -7.700 0.934 3.219
H: -7.757 1.645 4.928
H: -7.311 -0.026 4.650
H: -4.995 2.868 2.931
C: -1.196 1.567 -4.787
C: -0.401 0.988 -3.622
C: 0.332 2.006 -2.733
O: -1.250 0.314 -2.709
H: -0.619 2.104 -5.561
H: -1.809 2.299 -4.335
H: -1.786 0.820 -5.213
H: 0.234 0.226 -3.959
H: -0.408 2.721 -2.322
H: 1.163 2.515 -3.226
H: 0.742 1.509 -1.830
H: -2.074 0.810 -2.571
C: -0.904 -2.057 0.848
C: 0.007 -0.918 0.426
C: 0.179 0.120 1.505
O: 1.239 -1.390 0.106
H: -1.072 -2.736 0.020
H: -1.830 -1.630 1.194
H: -0.405 -2.702 1.566
H: -0.448 -0.466 -0.411
H: 0.765 0.896 1.077
H: 0.794 -0.304 2.277
H: -0.779 0.560 1.763
H: 1.175 -1.714 -0.782


Record 3
Formula: C41H19F15GeN5RuS3
Source: the OMol25 dataset
Level of theory: the ωB97M-V functional and the def2-TZVPD basis

As for the total energy: -182643.268 eV. For the LUMO energy (alpha / beta), the calculation gives -0.763 / -1.252 eV. Its spin multiplicity is 2. Its relative energy (zero: lowest compared OMol25 entry of this formula, charge and spin) is 15.8 kJ/mol.

Positions of all 85 atoms, in Å:
Ru: -0.917 -0.665 -0.893
N: -3.238 -1.218 2.747
C: -2.583 -0.835 1.626
S: -1.520 -2.005 0.902
N: -2.854 0.365 1.166
N: -2.209 0.660 0.005
C: -2.349 1.832 -0.523
C: -3.145 2.926 0.087
C: -4.018 3.682 -0.692
C: -4.724 4.741 -0.140
C: -4.576 5.046 1.204
C: -3.723 4.284 1.992
C: -3.010 3.232 1.440
C: -1.588 2.025 -1.777
C: -1.481 3.244 -2.433
C: -0.726 3.336 -3.589
C: -0.063 2.215 -4.055
C: -0.175 1.041 -3.335
N: -0.926 0.943 -2.238
H: -2.873 -2.025 3.224
H: -3.610 -0.484 3.328
H: -4.176 3.420 -1.732
H: -5.392 5.325 -0.759
H: -5.120 5.875 1.637
H: -3.609 4.513 3.044
H: -2.327 2.657 2.048
H: -1.971 4.111 -2.020
H: -0.639 4.281 -4.109
H: 0.549 2.246 -4.945
H: 0.353 0.146 -3.634
C: -4.176 -1.641 -1.319
C: -3.291 -2.155 -2.412
C: -3.893 -2.824 -3.508
C: -3.132 -3.266 -4.538
C: -1.730 -3.102 -4.495
C: -0.884 -3.514 -5.549
C: 0.466 -3.339 -5.444
C: 1.023 -2.804 -4.268
C: 0.226 -2.405 -3.219
S: 0.896 -1.831 -1.716
C: -1.182 -2.496 -3.348
N: -1.981 -1.992 -2.341
H: -5.138 -1.327 -1.723
H: -3.714 -0.814 -0.797
H: -4.355 -2.434 -0.591
H: -4.967 -2.950 -3.511
H: -3.583 -3.749 -5.398
H: -1.322 -3.971 -6.427
H: 1.119 -3.626 -6.258
H: 2.097 -2.703 -4.172
F: 4.069 -0.990 3.816
C: 2.808 -0.991 4.276
C: 1.778 -0.562 3.456
C: 0.515 -0.543 4.016
F: -0.538 -0.108 3.315
C: 0.274 -0.954 5.315
F: -0.965 -0.929 5.818
C: 1.324 -1.397 6.096
F: 1.104 -1.801 7.344
C: 2.605 -1.415 5.575
F: 3.622 -1.837 6.328
Ge: 2.197 -0.035 1.594
S: 0.659 0.777 0.321
C: 3.226 -1.632 1.040
C: 2.550 -2.839 0.997
F: 1.241 -2.863 1.275
C: 3.169 -4.042 0.718
F: 2.480 -5.183 0.687
C: 4.531 -4.051 0.485
F: 5.156 -5.198 0.233
C: 5.246 -2.869 0.528
F: 6.563 -2.886 0.311
C: 4.591 -1.683 0.808
F: 5.346 -0.582 0.881
C: 3.402 1.521 1.721
C: 4.039 1.947 0.565
F: 3.954 1.211 -0.549
C: 4.755 3.126 0.499
F: 5.369 3.498 -0.625
C: 4.827 3.933 1.620
F: 5.497 5.082 1.571
C: 4.187 3.555 2.784
F: 4.250 4.340 3.861
C: 3.480 2.365 2.814
F: 2.852 2.064 3.961